This record from the OMol25 dataset describes a structure of composition C32H24N5O6SSeZr. The level of theory is ωB97M-V with the def2-TZVPD basis set.

Each line ends with the natural charge from an NBO analysis.
Cartesian coordinates (Å):
Zr 0.536769 -0.111226 0.008721  2.150
C -0.065497 -5.313087 2.840832  -0.227
C 0.339948 -5.535035 1.529860  -0.215
C 0.175293 -4.546606 0.573174  -0.200
C -0.384133 -3.327773 0.928805  0.108
C -0.785240 -3.096533 2.236868  -0.177
C -0.634962 -4.094507 3.186574  -0.221
N -0.541940 -2.281880 -0.039032  -0.257
N -1.153620 -2.639316 -1.065442  -0.091
C -1.396187 -1.620589 -1.993636  0.079
C -2.041817 -2.008700 -3.168626  -0.193
C -2.359457 -1.041255 -4.098940  -0.261
C -2.016595 0.287007 -3.839089  -0.181
C -1.329841 0.640926 -2.686407  -0.216
C -0.977804 -0.306708 -1.723803  -0.418
H 0.063378 -6.084807 3.589937  0.205
H 0.789298 -6.480490 1.252695  0.207
H 0.493474 -4.692908 -0.450831  0.226
H -1.222749 -2.137922 2.490407  0.247
H -0.954154 -3.914314 4.205440  0.218
H -2.292821 -3.052508 -3.313587  0.209
H -2.863937 -1.305824 -5.019926  0.201
H -2.265012 1.051832 -4.566751  0.199
H -1.023889 1.671586 -2.557221  0.226
S -2.062053 0.088146 1.149683  -0.212
C -1.448508 1.667488 1.414932  0.110
C -2.044040 2.663839 2.203129  -0.268
C -1.397021 3.866132 2.346520  -0.139
C -0.165192 4.086957 1.720845  -0.315
C 0.374203 3.071071 0.971428  0.103
N -0.259619 1.896483 0.819901  -0.622
H -2.986839 2.456139 2.687974  0.222
H -1.837262 4.647827 2.955293  0.205
H 0.360363 5.025212 1.825777  0.214
H 1.324384 3.159436 0.464468  0.237
O 3.961842 1.136925 -2.293320  -0.998
Se 2.541978 0.974139 -1.588614  2.741
O 1.803297 -0.528194 -1.741239  -1.072
O 1.355311 2.021623 -1.939800  -1.037
O 2.504292 0.960120 0.095953  -1.098
O 2.046413 -1.753416 0.889477  -0.665
C 1.874737 -1.328476 2.044014  0.797
N 2.551559 -1.684688 3.164143  -0.625
C 2.092614 -0.890144 4.292201  -0.054
C 0.960230 -0.048400 3.595744  0.715
O 0.264459 0.757986 4.171058  -0.608
N 0.912291 -0.411869 2.291047  -0.754
C 3.210075 -0.028189 4.883503  0.075
C 4.470489 -0.587722 5.073956  -0.225
C 5.496961 0.148230 5.644529  -0.209
C 5.275376 1.458062 6.044263  -0.220
C 4.019663 2.018867 5.868226  -0.202
C 2.990698 1.282795 5.294314  -0.225
C 1.503056 -1.759262 5.406656  -0.028
C 0.713571 -1.181322 6.397616  -0.146
C 0.207095 -1.956425 7.429601  -0.227
C 0.494424 -3.314523 7.496410  -0.224
C 1.285506 -3.891412 6.514812  -0.216
C 1.781601 -3.118518 5.472735  -0.210
H 3.456597 -2.114548 3.094698  0.414
H 4.662371 -1.616851 4.791167  0.198
H 6.471156 -0.305306 5.777288  0.208
H 6.075984 2.036684 6.487092  0.208
H 3.834786 3.041678 6.171955  0.210
H 2.015771 1.727010 5.149641  0.249
H 0.480266 -0.126264 6.340961  0.235
H -0.417002 -1.495670 8.185257  0.208
H 0.098713 -3.917074 8.304340  0.207
H 1.508496 -4.951052 6.548545  0.207
H 2.360984 -3.588926 4.689257  0.220

Atomic forces in eV per Å
Zr -0.3918 -0.1828 0.3447
C -0.0162 0.0546 -0.0462
C -0.0226 0.0106 0.0546
C 0.0305 0.0564 -0.1663
C 0.0406 -0.2065 0.1550
C -0.0758 0.1965 -0.0464
C 0.0519 -0.0970 0.0516
N 0.2161 0.0160 -0.1876
N -0.1217 -0.1541 0.1813
C 0.3089 0.2276 -0.1263
C -0.1909 0.0563 0.0965
C -0.0005 0.0303 -0.0375
C -0.0094 -0.0590 0.0146
C -0.0320 0.0590 -0.0648
C 0.2312 -0.1025 0.0342
H -0.0006 0.0010 -0.0033
H 0.0021 0.0040 -0.0092
H 0.0048 -0.0301 0.0139
H 0.0126 -0.0152 0.0175
H 0.0031 0.0167 0.0025
H -0.0111 0.0101 -0.0042
H 0.0003 -0.0058 0.0068
H -0.0033 -0.0023 -0.0016
H 0.0142 -0.0065 0.0066
S 0.0017 -0.0168 -0.0243
C 0.1654 -0.2317 -0.0528
C 0.0266 0.1823 -0.0181
C -0.0774 -0.0150 0.0307
C 0.0212 0.0139 -0.0037
C -0.0788 -0.0051 -0.0173
N 0.2675 0.0018 -0.0723
H -0.0001 -0.0092 -0.0001
H -0.0113 -0.0185 -0.0002
H 0.0049 -0.0059 -0.0104
H 0.0091 -0.0463 -0.0228
O 0.2120 -0.0294 0.0015
Se -0.1917 0.0260 0.0726
O -0.1677 -0.1864 -0.0257
O -0.0100 0.2712 -0.2007
O -0.1982 0.0991 0.1957
O -0.1561 0.1666 -0.0641
C 0.1045 -0.0098 0.1999
N -0.0095 -0.0763 -0.0073
C 0.0010 -0.0467 0.0766
C 0.0940 -0.0982 0.0116
O -0.0294 0.0361 -0.0024
N 0.0133 0.0426 -0.2376
C -0.0708 0.1015 -0.0069
C 0.0007 -0.0111 0.0236
C 0.0019 -0.0307 -0.0107
C -0.0449 0.0208 -0.0058
C 0.0100 -0.0322 -0.0066
C 0.0261 -0.0194 -0.0607
C 0.0304 0.0107 -0.0457
C 0.0037 0.0136 0.0512
C 0.0238 -0.0130 -0.0197
C 0.0067 0.0318 -0.0309
C -0.0280 0.0037 0.0158
C -0.0265 -0.0133 -0.0200
H 0.0130 0.0264 -0.0178
H -0.0057 0.0014 0.0059
H -0.0008 0.0031 0.0001
H 0.0012 -0.0024 -0.0014
H 0.0018 -0.0030 -0.0039
H 0.0045 0.0091 0.0162
H 0.0138 -0.0254 0.0047
H 0.0022 -0.0054 -0.0023
H 0.0037 -0.0020 -0.0007
H 0.0022 0.0084 -0.0039
H -0.0002 0.0054 0.0042

Values from the calculation:
**Total charge**: -1
**Energy above the lowest of the compared OMol25 structures with the same formula, charge and spin**: 8.0 kcal per mole
**Kohn-Sham gap**: 0.26077 Eh
**E_HOMO**: -4.924 eV



This record from the OMol25 dataset describes a cluster of 2 separate species, C32H24NO2 in total at a distorted geometry. The level of theory is ωB97M-V with the def2-TZVPD basis set.

Each line ends with the natural charge from an NBO analysis.
Cartesian coordinates (Å):
C -2.611273 1.760594 -3.544707  -0.197
C -2.273936 0.402231 -3.530683  -0.215
C -1.192949 -0.041294 -2.778463  -0.185
C -0.414090 0.858708 -2.041463  -0.149
C 0.938701 0.370539 -1.575831  0.436
C 1.697978 1.265739 -0.778481  -0.291
N 2.984540 1.046809 -0.333351  -0.231
C 3.525657 -0.204474 -0.433775  0.015
C 4.808906 -0.476280 -0.012592  -0.237
C 5.579107 0.515517 0.564955  -0.133
C 5.028866 1.790645 0.757347  -0.078
C 3.708176 2.083245 0.311050  0.151
C 3.148671 3.349202 0.535011  -0.221
C 3.919983 4.369690 1.098048  -0.167
C 5.233104 4.110119 1.526371  -0.201
C 5.754366 2.832769 1.396561  -0.157
O 1.281597 -0.803616 -1.911145  -0.706
C -0.857635 2.189973 -1.935878  -0.131
C -1.908155 2.652147 -2.731932  -0.234
H -3.408308 2.113578 -4.193143  0.223
H -2.801950 -0.338830 -4.125767  0.219
H -0.902890 -1.089904 -2.809161  0.230
H 1.341574 2.296968 -0.705543  0.205
H 2.915105 -0.953575 -0.911871  0.281
H 5.162554 -1.482683 -0.175756  0.240
H 6.610991 0.356359 0.874204  0.231
H 2.111055 3.587570 0.289524  0.227
H 3.482396 5.359748 1.195776  0.231
H 5.824715 4.913417 1.961560  0.234
H 6.748483 2.599363 1.772107  0.227
H -0.375892 2.896376 -1.262257  0.193
H -2.159936 3.713742 -2.733145  0.222
C -4.033278 -5.169094 -1.831599  -0.137
C -2.639357 -5.064712 -1.852242  -0.212
C -2.009824 -4.074470 -1.104688  -0.157
C -2.749623 -3.182214 -0.295030  -0.090
C -2.076413 -2.159232 0.481662  0.478
O -2.893683 -1.442507 1.295807  -0.402
C -2.359560 -0.492330 2.156084  0.414
C -0.982671 -0.177992 2.118662  -0.180
C -0.499436 0.620310 3.192463  -0.132
C -1.349228 1.030359 4.216419  -0.209
C -2.719125 0.724598 4.184241  -0.134
C -3.234689 -0.020993 3.131757  -0.267
C -0.206779 -0.763729 1.091908  0.020
C -0.745581 -1.792176 0.332071  -0.311
C -4.150966 -3.338258 -0.253558  -0.161
C -4.783390 -4.310588 -1.016468  -0.209
H -4.525559 -5.914553 -2.454286  0.235
H -2.031027 -5.758828 -2.434280  0.238
H -0.927721 -4.010572 -1.078897  0.221
H 0.562467 0.878402 3.185074  0.234
H -0.963268 1.605370 5.062626  0.241
H -3.371826 1.036263 5.004391  0.242
H -4.284054 -0.304945 3.104428  0.249
H 0.843948 -0.514029 0.978412  0.255
H -0.157621 -2.307702 -0.416798  0.276
H -4.744494 -2.725394 0.415091  0.231
H -5.866753 -4.415377 -0.970825  0.236

Atomic forces in eV per Å
C 0.1825 -0.2883 -0.0055
C 0.0162 0.1425 0.2288
C 0.1370 0.1904 -0.0915
C -0.1967 0.2655 -0.2073
C 0.3561 -0.6728 0.4301
C -1.2468 0.7918 -0.7301
N 0.4695 -0.8604 0.4557
C -0.3316 1.0719 -0.0253
C 0.9569 0.5897 0.5204
C 0.0621 -0.8343 -0.2264
C -0.5887 0.9285 0.0622
C 0.1329 -0.8448 -0.0848
C 0.1219 1.1202 0.2830
C -0.5007 -0.9305 -0.4330
C 0.2454 -0.5718 -0.0539
C -0.1343 0.4961 -0.0719
O -0.3311 0.9067 0.5485
C -0.0188 -0.0969 -0.3388
C -0.0577 -0.2815 0.1645
H 0.1035 -0.0154 0.1363
H -0.1155 0.3149 0.0251
H 0.0993 0.2757 -0.0901
H 0.3478 -0.8909 0.0037
H -0.2190 0.2009 -0.0999
H 0.2102 0.0146 0.0861
H -0.2613 -0.1459 -0.0576
H 0.5614 -0.1610 -0.0035
H 0.1101 -0.1900 0.0844
H -0.0949 -0.2630 -0.0343
H -0.1342 0.1036 -0.1236
H 0.0333 -0.1061 -0.3297
H -0.0150 -0.3332 0.0954
C 0.1706 0.2856 0.1080
C 0.0424 0.2089 0.1540
C -0.0976 0.1512 0.3942
C -0.4427 -0.8105 -0.4209
C -1.1856 1.2036 0.2070
O 1.4587 -0.2016 -0.2560
C -0.1360 -0.8555 -0.1995
C -0.8812 0.3089 0.6610
C -0.1410 0.1897 -0.0287
C 0.6325 0.0766 -0.3048
C -0.1283 -0.2936 -0.4420
C 0.0156 0.1669 0.4113
C -0.0357 -1.0497 0.0207
C 0.4384 0.4695 0.2052
C 0.0951 -0.0859 0.1756
C 0.2032 -0.1322 -0.1557
H 0.0692 0.1359 0.2408
H -0.2542 0.2483 0.1181
H -0.1067 -0.1291 -0.2502
H -0.3488 -0.0293 0.1493
H -0.0215 -0.2255 -0.3935
H 0.2383 -0.0602 -0.3743
H 0.2393 0.0127 -0.0639
H -0.1594 0.0883 -0.0185
H 0.0790 0.2713 0.1349
H 0.0653 0.0646 -0.1745
H 0.2908 0.0647 -0.0147

Values from the calculation:
**Total charge**: +1
**Kohn-Sham gap**: 0.18100 Eh
**E_HOMO**: -9.630 eV



- Among the records above, which one has the highest Kohn-Sham gap?
  C32H24N5O6SSeZr